Molecular formula: C29H81N7O8
Method: DFT, the ωB97M-V functional and the def2-TZVPD basis

The energy is -2138.39951 hartree. The value obtained for the HOMO energy is -9.2 eV. The calculation puts the energy above the lowest of the compared OMol25 structures with the same formula, charge and spin at 111.6 kcal/mol.

Geometry (Å):
C -2.27447 -0.58132 -4.35016
O -2.44398 0.11719 -5.57438
C -3.86378 0.66314 -5.61412
C -4.02031 1.52279 -6.90446
C -2.80984 2.42337 -7.07493
N -5.27669 2.26972 -6.83666
H -1.23560 -0.81334 -4.11562
H -2.79879 -1.52244 -4.51588
H -2.70536 0.02765 -3.55544
H -4.69607 -0.04038 -5.59295
H -4.06353 1.33626 -4.78038
H -4.19979 0.81634 -7.71491
H -2.36907 2.95197 -6.22970
H -2.97188 3.13142 -7.88765
H -2.00702 1.79584 -7.46194
H -5.97629 1.54543 -6.75882
H -5.34210 2.88486 -6.03828
C 5.41778 -5.04133 -1.42398
O 5.89936 -6.23664 -0.83628
C 7.25627 -5.90783 -0.45400
C 8.16376 -7.14088 -0.67195
C 7.87895 -8.41898 0.12460
N 9.63595 -6.87150 -0.54516
H 5.26144 -4.45716 -0.51711
H 4.44325 -5.18280 -1.89130
H 6.08072 -4.55540 -2.13985
H 7.71804 -5.14316 -1.07862
H 7.38700 -5.50874 0.55185
H 8.14890 -7.46097 -1.71379
H 7.88031 -8.25933 1.20285
H 8.55771 -9.23810 -0.11292
H 6.90889 -8.69646 -0.28783
H 9.85263 -6.61233 0.40667
H 9.80229 -5.98947 -1.00826
C -0.34953 5.84660 -2.70871
O 1.01134 5.37331 -2.76439
C 1.05067 3.92276 -2.80386
C 2.49284 3.45590 -3.15656
C 2.92758 3.83903 -4.54738
N 2.59650 2.03137 -3.08147
H -0.84079 5.84846 -3.68173
H -0.23281 6.88211 -2.38902
H -1.02567 5.45276 -1.94988
H 0.74808 3.54648 -1.82664
H 0.25860 3.55728 -3.45742
H 3.09434 3.89805 -2.36233
H 3.83427 3.34247 -4.89298
H 3.08735 4.91194 -4.44047
H 2.18321 3.69240 -5.33001
H 2.28697 1.56447 -3.92189
H 1.93669 1.69044 -2.39699
C -6.21787 -7.56146 1.74375
O -5.27319 -6.48880 1.57652
C -5.41295 -5.40177 2.46325
C -4.16990 -4.50607 2.25230
C -4.04115 -3.42525 3.33829
N -4.16668 -3.77678 0.98120
H -6.26666 -7.79252 2.80786
H -5.83056 -8.43047 1.21187
H -7.20321 -7.26728 1.38230
H -6.33534 -4.90185 2.16768
H -5.40945 -5.83408 3.46385
H -3.29380 -5.11236 2.48242
H -3.09486 -2.89692 3.22206
H -4.21625 -3.74575 4.36528
H -4.83622 -2.69078 3.20974
H -5.09591 -3.55147 0.65583
H -3.78916 -4.41839 0.29862
C 6.05496 -3.73387 4.79392
O 6.42039 -2.37749 4.94362
C 5.40029 -1.52670 4.57626
C 6.13000 -0.22594 3.98443
C 7.04899 0.58186 4.88261
N 5.21818 0.75787 3.41536
H 5.69299 -3.90627 3.78034
H 5.15730 -4.14849 5.25262
H 6.90910 -4.34060 5.09463
H 4.72831 -2.00189 3.86160
H 4.75460 -1.38542 5.44299
H 6.68135 -0.43774 3.06831
H 7.41986 1.45515 4.34602
H 7.92639 -0.02614 5.10306
H 6.56308 0.72015 5.84846
H 5.62392 1.49970 2.86295
H 4.81771 1.27262 4.18656
C -8.53404 -2.65221 -0.89780
O -8.50064 -1.33025 -1.47430
C -7.50675 -0.38271 -1.09501
C -7.77922 0.41008 0.24040
C -9.07277 1.24632 0.23825
N -6.69442 1.25837 0.73659
H -9.02128 -2.67682 0.07693
H -7.63782 -3.27191 -0.92677
H -9.29012 -3.20369 -1.45664
H -6.49128 -0.75124 -0.94975
H -7.59804 0.36521 -1.88266
H -7.92062 -0.41764 0.93536
H -9.23573 1.63339 1.24409
H -9.95468 0.70140 -0.09851
H -8.91915 2.10730 -0.41230
H -6.56644 0.86496 1.65797
H -5.83381 1.00869 0.27065
C -0.38500 6.61118 4.49247
O 0.76968 6.86375 3.74887
C 0.81792 8.00917 2.99750
C 2.22191 7.95822 2.31850
C 2.30566 9.05482 1.29841
N 2.53167 6.64816 1.76259
H -0.32346 5.68304 5.06069
H -1.24306 6.57094 3.82149
H -0.63086 7.40515 5.19764
H 0.08876 7.88646 2.19665
H 0.42684 8.84010 3.58462
H 2.90229 8.19156 3.13749
H 1.56419 8.82259 0.53397
H 3.28395 8.97652 0.82415
H 2.14513 10.07664 1.64225
H 1.81678 6.44279 1.07932
H 2.41749 5.95274 2.48610
C 0.68107 0.87948 2.02639
O 1.44699 -0.08836 1.35647
H 0.99838 1.91947 2.10265
H -0.25945 0.81047 1.47979
H 0.43304 0.54137 3.03250
H 2.35416 -0.00416 1.65905